{
  "formula": "C22H61N5O7",
  "method": "ωB97M-V/def2-TZVPD",
  "species": ["C", "C", "C", "O", "C", "N", "H", "H", "H", "H", "H", "H", "H", "H", "H", "H", "H", "C", "C", "C", "O", "C", "N", "H", "H", "H", "H", "H", "H", "H", "H", "H", "H", "H", "C", "C", "C", "O", "C", "N", "H", "H", "H", "H", "H", "H", "H", "H", "H", "H", "H", "C", "C", "C", "O", "C", "N", "H", "H", "H", "H", "H", "H", "H", "H", "H", "H", "H", "C", "C", "C", "O", "C", "N", "H", "H", "H", "H", "H", "H", "H", "H", "H", "H", "H", "C", "C", "O", "O", "H", "H", "H", "H", "H", "H"],
  "coordinates": [[5.045, -4.251, -2.938], [5.490, -2.831, -2.649], [5.767, -2.476, -1.234], [4.731, -2.963, -0.321], [5.251, -2.768, 1.095], [6.560, -2.231, -3.530], [5.013, -4.436, -4.012], [4.107, -4.605, -2.510], [5.800, -4.933, -2.549], [4.547, -2.301, -2.786], [5.860, -1.390, -1.213], [6.710, -2.801, -0.795], [5.639, -3.662, 1.584], [4.462, -2.289, 1.675], [6.021, -1.996, 1.084], [7.461, -2.603, -3.265], [6.541, -2.622, -4.461], [-3.351, -7.028, 0.474], [-2.808, -5.890, 1.380], [-1.298, -5.772, 1.322], [-0.628, -6.670, 2.214], [-0.667, -6.465, 3.719], [-3.303, -4.596, 1.042], [-4.435, -7.142, 0.473], [-2.910, -7.929, 0.901], [-3.027, -7.179, -0.556], [-2.951, -6.187, 2.419], [-0.851, -4.787, 1.461], [-0.987, -5.848, 0.280], [-1.641, -6.345, 4.194], [-0.171, -5.525, 3.962], [-0.060, -7.157, 4.302], [-4.096, -4.379, 1.629], [-3.703, -4.506, 0.119], [6.646, 3.128, -5.285], [7.798, 3.959, -4.639], [9.015, 3.172, -4.164], [9.949, 4.118, -3.604], [9.703, 4.538, -2.253], [8.248, 4.913, -5.626], [5.751, 3.737, -5.415], [6.426, 2.316, -4.591], [6.851, 2.564, -6.195], [7.464, 4.444, -3.721], [9.618, 2.717, -4.949], [8.673, 2.460, -3.412], [10.568, 5.064, -1.849], [9.658, 3.671, -1.595], [8.852, 5.212, -2.151], [8.443, 4.452, -6.503], [9.158, 5.197, -5.290], [-0.497, -0.017, 3.547], [-0.267, 1.173, 2.649], [0.636, 0.940, 1.397], [0.465, 2.053, 0.480], [1.551, 2.218, -0.477], [-1.510, 1.895, 2.267], [-1.373, -0.534, 3.158], [-0.782, 0.516, 4.454], [0.403, -0.618, 3.676], [0.280, 1.894, 3.257], [0.334, 0.086, 0.791], [1.656, 0.884, 1.777], [2.318, 2.593, 0.201], [1.249, 2.995, -1.180], [1.820, 1.250, -0.899], [-1.930, 1.059, 1.886], [-1.207, 2.415, 1.456], [-8.605, 0.760, -1.276], [-8.129, -0.241, -0.134], [-7.379, 0.546, 1.035], [-6.961, -0.383, 2.110], [-7.926, -0.422, 3.133], [-9.290, -0.989, 0.201], [-8.538, 0.108, -2.147], [-7.923, 1.595, -1.441], [-9.600, 1.182, -1.138], [-7.522, -1.109, -0.389], [-8.152, 1.230, 1.387], [-6.647, 1.306, 0.761], [-8.144, 0.521, 3.633], [-7.646, -1.090, 3.948], [-8.832, -0.953, 2.842], [-9.165, -1.514, 1.054], [-9.561, -1.655, -0.509], [-6.833, 7.806, 2.475], [-6.744, 6.348, 2.773], [-5.788, 5.895, 3.686], [-5.517, 8.281, 2.132], [-7.076, 8.295, 3.418], [-7.606, 7.912, 1.714], [-6.630, 5.761, 1.862], [-7.666, 6.064, 3.279], [-5.294, 5.163, 3.309], [-4.911, 7.684, 2.577]],
  "smiles": "COC[C@H](C)N.COC[C@H](C)N.COC[C@H](C)N.COC[C@H](C)N.COC[C@H](C)N.OCCO",
  "spin_multiplicity": 1,
  "orbital_gap_ev": 9.4
}



{
  "formula": "C22H62BF3N5O10SV",
  "method": "ωB97M-V/def2-TZVPD",
  "species": ["O", "V", "B", "H", "H", "H", "H", "C", "F", "F", "F", "S", "O", "O", "O", "C", "O", "H", "H", "H", "C", "C", "C", "O", "C", "N", "H", "H", "H", "H", "H", "H", "H", "H", "H", "H", "H", "C", "C", "C", "O", "C", "N", "H", "H", "H", "H", "H", "H", "H", "H", "H", "H", "H", "C", "C", "C", "O", "C", "N", "H", "H", "H", "H", "H", "H", "H", "H", "H", "H", "H", "C", "C", "C", "O", "C", "N", "H", "H", "H", "H", "H", "H", "H", "H", "H", "H", "H", "C", "C", "C", "O", "C", "N", "H", "H", "H", "H", "H", "H", "H", "H", "H", "H", "H"],
  "coordinates": [[22.654, 20.225, 20.339], [22.777, 21.664, 20.828], [25.488, 22.409, 19.275], [25.723, 23.348, 19.751], [25.464, 21.586, 19.973], [24.535, 22.453, 18.771], [26.273, 22.273, 18.547], [17.228, 20.882, 23.604], [16.787, 20.827, 22.334], [17.351, 22.085, 24.108], [16.359, 20.239, 24.390], [18.996, 20.178, 23.845], [19.123, 20.163, 25.332], [19.021, 18.823, 23.275], [20.010, 21.088, 23.233], [18.905, 23.220, 18.181], [20.124, 23.154, 18.887], [18.948, 22.369, 17.501], [18.056, 23.022, 18.836], [18.716, 24.123, 17.601], [20.402, 21.413, 12.233], [20.036, 21.179, 13.699], [19.601, 19.774, 14.151], [18.286, 19.428, 13.638], [17.117, 19.884, 14.244], [21.317, 21.454, 14.421], [21.406, 21.099, 11.946], [20.492, 22.494, 12.131], [19.646, 20.981, 11.577], [19.230, 21.879, 13.921], [19.674, 19.719, 15.237], [20.360, 19.066, 13.817], [17.120, 20.960, 14.423], [16.987, 19.423, 15.223], [16.241, 19.535, 13.698], [21.638, 22.314, 13.999], [21.017, 21.814, 15.316], [8.574, 27.764, 16.145], [9.956, 27.519, 15.486], [11.088, 27.230, 16.445], [12.379, 27.049, 15.892], [13.409, 26.992, 16.865], [9.755, 26.462, 14.503], [8.686, 28.607, 16.827], [8.423, 26.935, 16.837], [7.718, 27.952, 15.497], [10.349, 28.365, 14.923], [10.889, 26.379, 17.097], [11.146, 28.103, 17.094], [14.383, 27.214, 16.428], [13.421, 25.998, 17.313], [13.391, 27.787, 17.610], [10.678, 26.454, 14.092], [9.583, 25.549, 14.900], [10.670, 20.806, 14.028], [10.028, 20.881, 15.450], [10.998, 21.359, 16.543], [11.971, 20.298, 16.823], [12.769, 20.647, 17.942], [8.822, 21.614, 15.311], [9.940, 20.806, 13.219], [11.307, 19.927, 13.937], [11.309, 21.672, 13.856], [9.761, 19.856, 15.709], [10.406, 21.508, 17.447], [11.288, 22.363, 16.234], [13.567, 19.923, 18.110], [12.067, 20.556, 18.770], [13.302, 21.588, 17.807], [8.318, 21.133, 14.581], [8.233, 21.483, 16.122], [22.103, 28.439, 15.777], [22.399, 26.960, 15.460], [23.072, 26.902, 14.103], [23.296, 25.596, 13.624], [24.075, 25.611, 12.429], [23.174, 26.187, 16.451], [21.212, 28.782, 15.251], [22.888, 29.179, 15.623], [21.869, 28.435, 16.841], [21.521, 26.316, 15.414], [24.048, 27.389, 14.098], [22.417, 27.383, 13.377], [24.521, 24.685, 12.067], [24.922, 26.268, 12.623], [23.525, 26.076, 11.611], [22.471, 25.909, 17.121], [23.401, 25.272, 16.088], [18.267, 28.675, 20.786], [18.147, 27.863, 22.101], [16.796, 27.061, 22.105], [15.671, 27.901, 21.798], [15.171, 28.710, 22.863], [19.305, 27.014, 22.188], [17.963, 28.094, 19.915], [19.225, 29.106, 20.494], [17.556, 29.502, 20.808], [18.148, 28.448, 23.020], [16.663, 26.669, 23.113], [16.824, 26.173, 21.474], [14.645, 28.053, 23.556], [14.484, 29.465, 22.480], [15.946, 29.261, 23.396], [20.153, 27.521, 21.978], [19.240, 26.328, 21.450]],
  "spin_multiplicity": 2,
  "total_charge": -1,
  "orbital_gap_ev": [3.9, 4.1]
}



{
  "formula": "C22H62N4O7",
  "method": "ωB97M-V/def2-TZVPD",
  "species": ["C", "C", "O", "H", "H", "H", "H", "H", "H", "C", "C", "O", "H", "H", "H", "H", "H", "H", "C", "C", "O", "H", "H", "H", "H", "H", "H", "C", "C", "C", "O", "C", "N", "H", "H", "H", "H", "H", "H", "H", "H", "H", "H", "H", "C", "C", "C", "O", "C", "N", "H", "H", "H", "H", "H", "H", "H", "H", "H", "H", "H", "C", "C", "C", "O", "C", "N", "H", "H", "H", "H", "H", "H", "H", "H", "H", "H", "H", "C", "C", "C", "O", "C", "N", "H", "H", "H", "H", "H", "H", "H", "H", "H", "H", "H"],
  "coordinates": [[-2.737, 0.764, 1.340], [-2.758, -0.549, 2.022], [-1.585, -1.170, 1.543], [-3.605, 1.418, 1.425], [-2.626, 0.668, 0.260], [-1.853, 1.276, 1.718], [-3.635, -1.062, 1.629], [-2.708, -0.389, 3.100], [-1.571, -2.057, 1.909], [0.962, -1.527, -2.074], [-0.034, -0.402, -1.777], [0.170, -0.041, -0.427], [0.619, -2.387, -1.499], [1.989, -1.240, -1.849], [0.936, -1.806, -3.127], [-1.035, -0.819, -1.887], [0.004, 0.349, -2.566], [-0.205, -0.741, 0.113], [0.018, -4.738, 0.846], [0.094, -5.653, 2.049], [0.238, -4.758, 3.149], [-0.942, -4.221, 0.812], [0.231, -5.265, -0.084], [0.843, -4.026, 0.860], [1.022, -6.209, 1.918], [-0.667, -6.415, 2.218], [-0.597, -4.289, 3.221], [-1.631, 3.025, -1.262], [-0.224, 3.452, -0.969], [-0.073, 5.000, -0.839], [-0.250, 5.577, -2.128], [0.338, 6.867, -2.237], [0.020, 2.805, 0.302], [-1.985, 3.558, -2.145], [-2.354, 3.144, -0.455], [-1.688, 1.953, -1.452], [0.442, 3.001, -1.705], [0.804, 5.291, -0.261], [-0.819, 5.378, -0.140], [1.417, 6.780, -2.115], [0.065, 7.525, -1.412], [0.098, 7.344, -3.188], [0.037, 1.796, 0.251], [0.956, 3.120, 0.511], [3.317, 1.989, -1.947], [3.205, 3.506, -2.402], [3.928, 4.562, -1.526], [5.287, 4.308, -1.252], [5.570, 4.747, 0.059], [3.626, 3.597, -3.799], [2.857, 1.930, -0.961], [4.356, 1.668, -2.015], [2.786, 1.331, -2.636], [2.145, 3.754, -2.346], [3.266, 4.649, -0.665], [3.902, 5.592, -1.879], [5.477, 3.974, 0.823], [5.030, 5.647, 0.350], [6.624, 4.976, 0.218], [3.858, 4.538, -4.082], [4.551, 3.194, -3.847], [2.467, -2.807, 5.067], [1.205, -2.140, 5.721], [0.567, -1.163, 4.730], [1.607, -0.327, 4.215], [1.322, 0.161, 2.896], [0.309, -3.240, 5.915], [2.834, -3.752, 5.469], [3.243, -2.042, 5.045], [2.235, -3.012, 4.022], [1.412, -1.619, 6.656], [-0.144, -0.511, 5.237], [0.180, -1.711, 3.871], [2.190, 0.682, 2.491], [0.434, 0.793, 2.920], [1.127, -0.618, 2.159], [-0.673, -3.039, 5.797], [0.418, -3.916, 5.172], [-2.450, -3.053, -1.781], [-3.726, -2.255, -2.115], [-4.643, -3.138, -2.970], [-3.903, -3.677, -4.112], [-4.624, -4.797, -4.690], [-4.312, -1.985, -0.797], [-1.763, -3.021, -2.627], [-2.640, -4.100, -1.542], [-1.815, -2.604, -1.017], [-3.481, -1.361, -2.689], [-5.554, -2.559, -3.123], [-5.097, -3.945, -2.395], [-4.772, -5.602, -3.970], [-3.963, -4.978, -5.537], [-5.639, -4.595, -5.035], [-4.341, -2.849, -0.274], [-3.515, -1.511, -0.396]],
  "smiles": "COC[C@H](C)N.COC[C@H](C)N.COC[C@H](C)N.COC[C@H](C)N.CCO.CCO.CCO",
  "spin_multiplicity": 1,
  "orbital_gap_ev": 9.0
}



Q: Which energy relative to the best compared isomer or geometry (same formula, charge and spin) values were calculated for the entries above? A: 635.1 835.0 300.0, in kJ/mol.